# 1
Entry from the Open Molecules 2025 dataset: an isolated molecule of C9H7N3 in a non-equilibrium geometry (wB97M-V/def2-TZVPD).

Each line ends with the Löwdin charge.
Positions of all 19 atoms, in Å:
C 2.451 -1.145 0.563  -0.0835
C 3.240 -0.089 -0.127  -0.0991
C 1.504 1.345 -0.487  -0.0716
C 0.575 0.148 -0.228  -0.1383
C 1.103 -1.067 0.504  -0.0191
C -0.836 0.144 -0.154  -0.2461
C -1.751 1.102 0.542  -0.0549
C -3.628 -0.090 -0.052  -0.2351
C -1.598 -0.685 -0.899  -0.0513
H 3.104 -1.718 1.217  0.0997
H 4.344 -0.214 -0.310  0.1043
H 1.206 2.594 -0.571  0.1744
H 0.548 -1.958 0.742  0.1157
H -1.322 1.951 1.150  0.1189
H -4.685 -0.221 0.197  0.1022
H -1.000 -1.462 -1.306  0.1025
N 2.878 1.202 -0.601  0.0227
N -3.118 1.123 0.560  0.0740
N -3.013 -0.959 -0.741  0.0844

Calculated values
2S+1	1
charge	0
energy relative to the best compared isomer or geometry (same formula, charge and spin)	405.4	kJ/mol
structure (SMILES)	c1cncc(-c2cncnc2)c1
max |F|	6.4	eV/A
lowest unoccupied orbital energy	-0.24	eV


# 2
Entry from the Open Molecules 2025 dataset: the ion C9H7N4O2 with charge -1 in a non-equilibrium geometry (wB97M-V/def2-TZVPD).

Each line ends with the Löwdin charge.
Positions of all 22 atoms, in Å:
C -3.433 1.161 -0.269  -0.1571
C -3.016 -0.050 -0.623  -0.1723
C -1.243 1.738 0.391  -0.0698
C -0.768 0.433 0.018  -0.1844
C 2.987 -0.830 -0.048  -0.2307
C 2.817 0.494 0.422  -0.0787
C 1.491 2.528 -0.012  -0.6870
C 0.947 -1.526 0.529  -0.1952
C 0.560 0.045 0.289  -0.1308
N -2.510 2.073 0.262  0.0498
N -1.710 -0.447 -0.451  0.1158
N 2.109 -1.782 -0.217  -0.0120
N 1.507 0.962 0.380  0.0593
O 1.348 2.644 -1.238  0.0214
O 1.633 3.215 0.987  0.0201
H -4.462 1.600 -0.319  0.1002
H -3.716 -0.783 -0.945  0.0804
H -0.764 2.649 0.753  0.1108
H 4.007 -1.176 -0.325  0.0983
H 3.614 1.171 0.395  0.0819
H 1.102 -1.483 1.594  0.0913
H 0.060 -2.152 0.415  0.0886

Calculated values
2S+1	1
charge	-1
energy relative to the best compared isomer or geometry (same formula, charge and spin)	0.0	kJ/mol
max |F|	4.1	eV/A
lowest unoccupied orbital energy (spin up / spin down)	2.98 / 2.98	eV


# 3
Entry from the Open Molecules 2025 dataset: an isolated molecule of C9H7NO2 in a non-equilibrium geometry (wB97M-V/def2-TZVPD).

Each line ends with the Löwdin charge.
Positions of all 19 atoms, in Å:
C 2.037 0.413 -0.069  -0.2897
C 0.853 1.093 -0.039  0.0365
C -0.424 0.483 -0.142  -0.2152
C -1.561 1.168 -0.056  -0.0206
C -2.846 0.494 0.045  -0.0144
C -2.804 -0.909 0.118  -0.0879
C -1.623 -1.577 -0.055  -0.0133
C -0.414 -0.915 -0.241  -0.1601
C 1.935 -1.024 -0.073  -0.4503
H 3.917 0.066 -0.101  0.1358
H 3.423 1.857 -0.138  0.1172
H 0.993 2.045 0.417  0.1159
H -1.407 2.229 0.024  0.1118
H -3.648 1.086 0.144  0.0532
H -3.665 -1.500 0.210  0.0870
H -1.648 -2.674 0.135  0.1350
N 3.261 0.872 -0.083  0.1530
O 0.791 -1.536 -0.479  0.1556
O 2.831 -1.674 0.381  0.1506

Calculated values
2S+1	1
charge	0
energy relative to the best compared isomer or geometry (same formula, charge and spin)	170.4	kJ/mol
structure (SMILES)	Nc1cc2ccccc2oc1=O
max |F|	5.5	eV/A
lowest unoccupied orbital energy	0.56	eV